Record 1
Formula: C20H19CoNO3P
Source: OMol25
Level of theory: the ωB97M-V functional and the def2-TZVPD basis

Calculated values
- Expectation value of S²: 3.763
- Spin multiplicity: 4
- Relative energy (zero: lowest compared OMol25 entry of this formula, charge and spin): 2.979 eV
- Lowest unoccupied orbital energy (spin up / spin down): -3.33 / -3.79 eV
- Charge: +1

Last column: Löwdin charge in e.
Element x y z (Å)
Co 0.110 -2.069 -2.077  0.792
O 3.667 -1.249 -1.244  0.099
C 2.668 -1.851 -0.933  -0.676
O 1.870 -2.395 -1.857  -0.183
C 2.163 -1.889 0.448  -0.239
P 0.351 -1.377 0.519  1.100
C 0.011 -1.560 2.259  -0.368
C 1.102 -1.840 3.109  -0.083
C 0.952 -1.687 4.468  -0.054
C -0.331 -1.499 4.991  -0.056
C -1.430 -1.358 4.156  -0.086
C -1.285 -1.381 2.794  -0.110
C 0.319 0.439 0.366  -0.280
C -0.868 1.023 0.570  -0.040
C -1.359 2.090 -0.344  -0.142
C -0.263 3.113 -0.693  -0.121
C 1.155 2.553 -0.811  -0.105
C 1.316 1.034 -0.590  -0.172
H 2.803 -1.261 1.090  0.112
H 2.211 -2.898 0.862  0.109
H 2.052 -2.110 2.650  0.081
H 1.806 -1.762 5.094  0.104
H -0.491 -1.484 6.080  0.121
H -2.381 -1.262 4.628  0.104
H -2.162 -1.184 2.127  0.115
H -1.533 0.720 1.390  0.103
H -2.234 2.591 0.059  0.146
H -0.451 4.167 -0.428  0.159
H 1.996 3.186 -0.501  0.155
H 2.336 0.749 -0.322  0.142
O -1.703 -1.879 -2.718  -0.158
C -2.420 -0.587 -2.749  -0.048
C -1.324 0.372 -2.342  -0.202
C -1.588 1.726 -1.904  -0.110
C -0.537 2.804 -2.206  -0.126
C 0.908 2.266 -2.352  -0.088
C 1.037 0.749 -2.106  -0.146
N -0.140 -0.146 -2.361  0.051
H -2.297 -2.650 -2.519  0.157
H -3.265 -0.527 -1.996  0.162
H -2.803 -0.418 -3.791  0.160
H -2.587 2.040 -2.232  0.157
H -0.868 3.591 -2.911  0.157
H 1.606 2.795 -3.037  0.162
H 1.882 0.314 -2.641  0.147

***

Record 2
Formula: C20H19F3N2OS
Source: OMol25
Level of theory: the ωB97M-V functional and the def2-TZVPD basis

Calculated values
- Relative energy (zero: lowest compared OMol25 entry of this formula, charge and spin): 2.701 eV
- Lowest unoccupied orbital energy: 0.19 eV

Last column: Löwdin charge in e.
Element x y z (Å)
O -0.729 -1.368 4.079  0.073
C -0.318 -1.632 2.961  -0.475
C 0.009 -3.006 2.429  -0.316
S 0.515 -2.772 0.699  0.985
C 0.216 -1.036 0.673  -0.502
C 1.504 -0.293 0.391  -0.231
C 2.368 -0.141 1.510  0.018
C 3.716 0.351 1.353  -0.121
N 4.059 0.730 0.172  0.061
C 3.199 0.600 -0.865  -0.054
C 1.957 -0.011 -0.823  -0.175
C 1.117 -0.233 -2.051  -0.152
C 0.243 0.676 -2.540  -0.038
C -0.728 0.335 -3.489  0.012
C -0.983 -1.001 -3.907  -0.106
C -2.088 -1.503 -4.825  -0.456
F -2.807 -0.402 -5.473  0.037
F -1.568 -2.346 -5.794  0.116
F -2.954 -2.110 -4.039  0.171
C -0.139 -1.924 -3.322  -0.025
C 0.956 -1.649 -2.466  0.024
N -0.482 -0.643 1.945  0.004
C -0.665 0.766 2.415  -0.241
C 0.063 1.931 1.727  -0.154
C -0.847 3.168 1.653  -0.217
C -2.196 2.577 1.570  -0.195
C -2.156 1.146 2.291  -0.103
H 0.924 -3.224 2.890  0.060
H -0.766 -3.704 2.608  0.085
H -0.565 -0.970 -0.034  0.094
H 1.967 -0.526 2.437  0.113
H 4.334 0.412 2.224  0.102
H 3.601 0.926 -1.832  0.125
H 0.377 1.749 -2.256  0.139
H -1.463 1.010 -3.895  0.110
H -0.199 -2.966 -3.417  0.104
H 1.565 -2.435 -2.086  0.094
H -0.296 0.957 3.370  0.123
H 1.083 2.133 2.093  0.120
H 0.302 1.836 0.689  0.089
H -0.650 3.736 2.629  0.131
H -0.690 3.929 0.874  0.113
H -2.358 2.304 0.474  0.123
H -3.145 3.077 1.905  0.118
H -2.586 1.119 3.337  0.127
H -2.695 0.429 1.714  0.093

***

Record 3
Formula: C20H19F5N4O2S2TeTi
Source: OMol25
Level of theory: the ωB97M-V functional and the def2-TZVPD basis

Calculated values
- Expectation value of S²: 2.028
- Spin multiplicity: 3
- Relative energy (zero: lowest compared OMol25 entry of this formula, charge and spin): 0.000 eV
- Lowest unoccupied orbital energy (spin up / spin down): -0.04 / -1.36 eV

Last column: Löwdin charge in e.
Element x y z (Å)
Ti 0.886 -1.232 0.719  1.034
F 4.690 -0.322 4.479  0.125
C 3.496 0.086 4.050  -0.140
C 2.813 -0.593 3.050  -0.253
F 3.434 -1.699 2.572  0.056
C 1.598 -0.193 2.557  -0.216
F -0.056 -2.387 1.772  -0.415
C 1.019 0.923 3.183  -0.423
S -0.985 2.755 0.912  -0.092
C 1.669 1.613 4.186  -0.243
F 1.150 2.703 4.783  0.068
C 2.922 1.208 4.615  -0.146
F 3.565 1.878 5.573  0.120
N -1.070 -0.843 -0.359  -0.038
C -0.678 -0.777 -1.785  -0.138
C 0.609 -1.584 -1.984  -0.669
O 1.309 -1.395 -2.961  0.052
O 0.851 -2.391 -0.992  -0.149
H -1.461 -1.759 -0.160  0.098
H -1.768 -0.140 -0.145  0.057
H -0.494 0.263 -2.047  0.114
H -1.427 -1.181 -2.469  0.127
C 4.548 -2.805 -0.388  -0.076
C 4.821 -1.537 -1.189  -0.212
C 3.786 -0.481 -0.973  -0.545
N 2.762 -0.596 -0.210  -0.060
N 1.870 0.449 -0.295  -0.051
C 2.263 1.397 -1.097  -0.657
N 1.527 2.494 -1.313  0.124
S 3.788 1.036 -1.827  1.161
H 5.123 -3.630 -0.806  0.080
H 3.494 -3.076 -0.440  0.071
H 4.824 -2.687 0.658  0.070
H 4.822 -1.762 -2.258  0.121
H 5.802 -1.116 -0.958  0.116
H 0.749 2.638 -0.666  -0.042
H 1.904 3.276 -1.815  0.106
C -1.820 2.348 4.178  -0.345
Te -0.995 1.175 2.593  1.359
C -3.954 1.203 2.579  -0.002
C -3.981 1.044 4.005  -0.298
C -4.968 0.259 4.618  -0.035
C -5.031 0.147 5.995  -0.079
C -4.086 0.794 6.783  -0.072
C -3.064 1.524 6.188  -0.038
C -2.988 1.650 4.810  -0.280
H -2.081 3.278 3.670  0.063
H -1.025 2.534 4.891  0.050
H -4.489 0.490 1.964  0.069
H -3.727 2.160 2.124  0.036
H -5.703 -0.238 3.997  0.113
H -5.810 -0.444 6.457  0.104
H -4.130 0.710 7.861  0.104
H -2.302 1.983 6.807  0.116

***

Record 4
Formula: C20H19FN4O3S
Source: OMol25
Level of theory: the ωB97M-V functional and the def2-TZVPD basis

Calculated values
- Relative energy (zero: lowest compared OMol25 entry of this formula, charge and spin): 14.771 eV
- Lowest unoccupied orbital energy: -0.05 eV

Last column: Löwdin charge in e.
Element x y z (Å)
C 0.298 -4.100 1.139  -0.093
O -0.849 -3.641 0.504  -0.066
C -1.400 -2.500 0.746  -0.412
C -0.767 -1.707 1.401  -0.059
C -1.370 -0.345 1.744  -0.005
C -2.581 -0.014 1.225  -0.156
C -3.091 1.635 1.044  -0.092
N -1.889 2.291 0.759  0.032
C -1.555 2.909 -0.342  -0.425
O -2.267 2.606 -1.493  -0.090
C -0.270 3.471 -0.335  -0.031
N 0.896 2.349 -0.301  0.029
C 1.511 1.962 -1.575  0.029
C 1.117 0.291 -1.756  -0.179
C -0.163 0.193 -1.948  0.072
C -0.552 -1.348 -1.991  0.078
C 0.588 -2.280 -2.044  -0.027
C 1.875 -1.714 -2.016  -0.074
C 2.084 -0.502 -1.926  -0.309
F 3.438 -0.033 -1.661  -0.018
C 1.204 2.078 0.959  -0.601
O 0.850 2.698 1.835  0.141
C 2.296 1.158 1.095  -0.319
C 3.613 1.398 1.261  -0.409
S 4.450 -0.030 1.404  0.989
N 2.893 -0.851 1.465  -0.255
N 1.977 -0.199 1.028  0.004
C -3.188 -0.818 0.183  -0.052
C -2.719 -2.092 0.079  0.032
H 0.385 -4.139 2.145  0.046
H 1.118 -3.527 0.765  0.060
H 0.574 -5.248 0.711  0.164
H 0.295 -1.828 2.028  0.164
H -0.884 0.515 2.232  0.093
H -3.477 1.714 2.173  0.161
H -3.819 1.567 0.431  0.018
H -1.348 2.666 1.833  0.276
H -0.203 4.340 0.461  0.173
H -0.030 3.949 -1.252  0.102
H 2.512 2.099 -1.287  0.083
H 1.002 2.543 -2.394  0.147
H -0.982 0.751 -2.083  0.060
H -1.451 -1.429 -2.199  -0.005
H 0.302 -3.356 -2.241  0.126
H 2.667 -2.647 -2.000  0.191
H 4.205 2.445 0.786  0.192
H -4.148 -0.374 -0.171  0.124
H -3.147 -2.907 -0.419  0.092

***

Record 5
Formula: C20H19N3O3
Source: OMol25
Level of theory: the ωB97M-V functional and the def2-TZVPD basis

Calculated values
- Relative energy (zero: lowest compared OMol25 entry of this formula, charge and spin): 19.736 eV
- Lowest unoccupied orbital energy: 0.06 eV

Last column: Löwdin charge in e.
Element x y z (Å)
C -7.860 0.317 -0.214  -0.004
O -6.792 -0.726 -0.272  -0.005
C -5.622 -0.106 -0.053  -0.396
C -5.354 1.199 -0.088  0.049
C -3.975 1.787 -0.345  0.034
C -2.973 0.882 -0.132  -0.200
C -1.595 1.267 0.080  -0.065
N -1.043 2.644 -0.204  0.202
C 0.194 2.545 0.084  -0.337
C 0.893 3.705 0.112  -0.212
N 1.608 4.518 -0.169  0.182
C 0.549 1.172 0.088  -0.306
N 1.671 0.651 0.444  0.086
C 2.953 1.326 0.740  -0.046
C 4.201 0.571 0.025  -0.088
C 4.364 -0.254 -0.955  -0.125
C 5.374 -1.271 -1.230  0.003
C 6.436 -1.076 -0.344  -0.190
C 7.613 -2.057 -0.616  -0.023
C 6.239 -0.593 1.006  -0.086
C 5.266 0.210 1.255  0.016
O -0.445 0.352 0.363  0.136
C -3.171 -0.550 0.107  0.083
C -4.575 -0.750 0.102  -0.226
O -5.009 -2.150 0.118  -0.131
C -3.889 -3.406 0.289  0.109
H -7.822 1.047 0.503  0.062
H -8.635 -0.228 -0.301  0.015
H -7.808 0.801 -1.290  0.142
H -6.158 2.109 -0.471  0.179
H -3.766 2.670 -0.312  0.005
H 1.749 -0.288 0.660  0.132
H 3.033 1.660 1.627  0.042
H 2.919 2.293 0.022  0.155
H 3.484 -0.143 -1.400  0.064
H 5.436 -1.600 -2.345  0.149
H 8.276 -1.660 -1.257  0.045
H 8.052 -2.492 0.274  0.093
H 7.324 -2.768 -1.174  -0.005
H 7.081 -0.686 1.493  0.061
H 5.198 0.880 2.080  0.089
H -2.357 -1.354 0.310  0.136
H -4.421 -4.083 0.519  -0.070
H -3.234 -3.281 -0.578  0.082
H -3.410 -3.084 1.447  0.164